A molecular structure, C27H41BF2N4O4PPdS2. Source: the Open Molecules 2025 dataset; level of theory: ωB97M-V with the def2-TZVPD basis set.

Computed properties:
- Max |F|: 1.2 eV/Å
- Energy relative to the best compared isomer or geometry (same formula, charge and spin): 0.00 kcal per mole
- Multiplicity: 5
- Net charge: +3

Each line ends with the Mulliken spin population.
Geometry (Å):
Pd1 0.28637 0.64835 -1.04880  1.39
F1 -1.25560 0.73732 -3.71621  0.03
B1 -0.40556 0.05307 -3.01474  0.47
F2 0.07189 -1.09073 -3.52174  0.03
C1 -7.15074 -6.02305 1.29851  0.00
C2 -6.10075 -4.98726 0.88019  0.00
S1 -4.58636 -5.34624 1.70221  0.00
O1 -4.65554 -4.82843 3.05004  0.00
O2 -4.21233 -6.70669 1.43704  0.00
C3 -3.32632 -4.34529 0.87996  0.00
C4 -3.23414 -2.96726 1.51605  0.00
N1 -1.97099 -2.26022 1.15299  0.01
C5 -1.86866 -1.27731 0.24683  0.01
N2 -0.62097 -0.78325 0.24310  0.11
C6 0.09335 -1.47833 1.19742  0.01
C7 -0.74163 -2.37524 1.75485  0.05
N3 -0.37222 -3.34708 2.77146  0.00
O3 -1.16145 -4.22032 3.02856  0.00
O4 0.71546 -3.16317 3.27031  0.00
C8 -2.99052 -0.81120 -0.61282  0.05
H1 -8.10201 -5.77791 0.83106  0.00
H2 -7.29897 -6.01612 2.37683  0.00
H3 -6.85880 -7.02000 0.97974  0.00
H4 -6.36791 -3.97815 1.19923  0.00
H5 -5.88561 -5.02290 -0.18888  0.00
H6 -3.54627 -4.32409 -0.18795  0.00
H7 -2.42301 -4.92515 1.06245  0.00
H8 -3.26528 -3.05901 2.59776  0.00
H9 -4.05771 -2.32717 1.20871  0.00
H10 1.12529 -1.30814 1.44486  -0.03
H11 -3.77542 -0.34221 -0.01755  0.00
H12 -3.43792 -1.63980 -1.16194  0.00
H13 -2.63030 -0.07479 -1.32943  -0.02
C9 3.03473 3.81874 2.12269  0.05
C10 2.85316 2.46461 1.42074  0.10
C11 2.40376 1.39650 2.42542  0.05
C12 4.13577 2.04285 0.70329  0.01
P1 1.44522 2.65096 0.20651  0.37
C13 0.00769 3.35148 1.01550  -0.02
C14 -0.02390 4.69574 1.40991  0.00
C15 -1.15007 5.20097 2.03842  0.01
C16 -2.25198 4.38766 2.27347  0.00
C17 -2.22959 3.05638 1.88903  0.02
C18 -1.10403 2.53833 1.26575  0.08
C19 1.72837 3.57584 -1.39430  0.05
C20 2.17871 5.02793 -1.22403  0.02
C21 0.34332 3.50113 -2.06497  -0.02
C22 2.74706 2.80960 -2.25172  0.05
H14 3.89967 3.70023 2.78228  0.01
H15 2.18246 4.08114 2.74467  0.00
H16 3.25760 4.63575 1.43850  0.00
H17 3.08924 1.40585 3.27500  0.00
H18 2.43714 0.39686 1.98718  -0.01
H19 1.40160 1.58559 2.81534  -0.01
H20 4.86041 1.73458 1.45966  0.00
H21 4.57896 2.86512 0.14360  0.00
H22 3.98149 1.19547 0.03252  0.00
H23 0.81731 5.35074 1.24297  -0.01
H24 -1.16457 6.23723 2.34886  0.00
H25 -3.12835 4.79570 2.75926  0.00
H26 -3.08298 2.42142 2.08615  0.00
H27 -1.09211 1.48854 0.99637  -0.02
H28 1.44549 5.63658 -0.70222  0.00
H29 2.29575 5.45378 -2.22399  0.01
H30 3.14408 5.10893 -0.72566  0.00
H31 -0.38478 4.16939 -1.60815  -0.01
H32 -0.06184 2.47065 -1.95478  0.02
H33 0.41303 3.71313 -3.13215  -0.02
H34 3.75430 2.86453 -1.84677  0.00
H35 2.76816 3.25544 -3.24785  0.00
H36 2.47813 1.75368 -2.37437  -0.01
S2 2.40322 -0.92291 -1.03097  0.87
C23 3.31000 -1.59412 -2.32714  -0.01
N4 2.69922 -2.07310 -3.45594  0.03
C24 3.35819 -2.68952 -4.42920  0.07
C25 4.74211 -2.85915 -4.34035  0.09
C26 5.40579 -2.37106 -3.23581  -0.04
C27 4.68760 -1.73637 -2.21436  0.12
H37 1.69567 -1.92835 -3.55551  0.00
H38 2.77033 -3.04244 -5.26685  0.00
H39 5.26756 -3.37188 -5.13444  0.00
H40 6.47771 -2.49431 -3.14414  0.00
H41 5.18483 -1.36808 -1.32752  0.00